(1)
The following is a DFT calculation (ωB97M-V with the def2-TZVPD basis set) of 2 unconnected molecules or ions with the total composition C3H8NO2S at a distorted geometry.

Geometry (Å):
C (0.224, 0.426, -2.305)
C (-0.209, 0.863, 1.574)
C (0.860, -0.203, 1.063)
N (0.537, -1.538, 0.793)
O (-0.972, -1.974, -2.394)
O (-2.033, -0.016, -1.228)
S (-0.849, -0.733, -1.642)
H (-0.201, 1.407, -2.154)
H (1.235, 0.248, -2.172)
H (0.073, 1.964, 1.216)
H (-1.305, 0.727, 1.152)
H (-0.361, 0.866, 2.699)
H (1.164, 0.233, -0.023)
H (1.730, -0.256, 1.828)
H (0.107, -2.013, 1.593)

Cartesian forces, eV/Å:
C -2.53 -0.71 0.11
C -1.54 1.14 -0.27
C 0.70 2.18 -1.31
N -0.44 -0.88 -0.68
O -0.13 -0.19 0.16
O -1.43 0.10 0.14
S 2.08 0.57 -0.12
H 0.30 0.23 0.31
H 1.78 -0.37 -0.06
H -0.31 -2.29 0.91
H 2.35 -0.14 0.46
H 0.44 0.03 -1.11
H 0.00 -0.71 2.78
H -0.81 0.68 -1.15
H -0.47 0.36 -0.16

lowest unoccupied orbital energy (spin up / spin down) = 3.44 / 3.76 eV
total charge = -1
electronic energy = -19657.2355 eV
HOMO level (spin up / spin down) = -2.507 / -3.774 eV
2S+1 = 1
energy relative to the best compared isomer or geometry (same formula, charge and spin) = 6.584 eV

Now the natural (NBO) charges, all in e: -0.9876, -0.6597, -0.2770, -0.6990, -0.9529, -0.9831, 1.9039, 0.2027, 0.1937, 0.1943, 0.2366, 0.1774, 0.1963, 0.1599, 0.2945



(2)
The following is a DFT calculation (ωB97M-V with the def2-TZVPD basis set) of a single C21H21N3O4 molecule at a distorted geometry.

Geometry (Å):
C (3.939, -2.729, 3.751)
H (4.581, -2.284, 2.985)
O (2.601, -2.805, 3.322)
C (2.316, -3.544, 2.214)
C (3.245, -4.263, 1.474)
C (2.819, -4.977, 0.364)
C (1.495, -4.985, -0.015)
C (0.560, -4.260, 0.727)
C (0.972, -3.544, 1.837)
H (0.294, -2.961, 2.438)
O (-0.731, -4.334, 0.276)
C (-1.734, -3.625, 0.950)
C (-1.649, -2.146, 0.743)
C (-0.752, -1.346, 0.100)
C (-1.281, -0.037, 0.271)
N (-2.398, -0.086, 0.956)
O (-2.634, -1.384, 1.254)
C (-0.637, 1.178, -0.289)
O (0.382, 1.072, -0.954)
N (-1.223, 2.365, -0.056)
C (-2.385, 2.647, 0.761)
C (-2.322, 4.157, 0.979)
H (-1.674, 4.385, 1.825)
H (-3.304, 4.587, 1.164)
C (-1.689, 4.657, -0.314)
H (-2.434, 4.694, -1.111)
C (-0.648, 3.577, -0.632)
C (-0.384, 3.455, -2.110)
N (0.693, 4.085, -2.553)
C (0.969, 4.031, -3.844)
C (0.189, 3.350, -4.764)
C (-0.948, 2.704, -4.302)
C (-1.248, 2.764, -2.954)
H (-2.123, 2.270, -2.558)
H (-1.588, 2.162, -4.983)
H (0.462, 3.322, -5.807)
H (1.864, 4.559, -4.148)
H (0.310, 3.798, -0.146)
H (-1.232, 5.639, -0.219)
H (-3.299, 2.360, 0.228)
H (-2.351, 2.079, 1.690)
H (0.146, -1.608, -0.416)
H (-1.734, -3.849, 2.027)
H (-2.678, -3.989, 0.530)
H (1.156, -5.536, -0.876)
H (3.541, -5.535, -0.213)
H (4.288, -4.274, 1.742)
H (4.329, -3.713, 4.028)
H (3.930, -2.086, 4.630)

Cartesian forces, eV/Å:
C 0.23 0.01 0.07
H -0.02 -0.03 0.02
O -0.33 -0.07 -0.20
C -0.03 -0.12 -0.12
C 0.22 0.20 0.32
C -0.22 0.01 -0.05
C -0.15 0.00 -0.08
C 0.35 -0.09 0.10
C -0.16 0.02 0.10
H -0.11 0.07 0.04
O 0.21 0.08 -0.12
C -0.41 0.03 0.29
C 0.74 0.52 -0.60
C -0.53 -0.31 0.31
C -0.25 -1.08 0.24
N -0.01 0.96 -0.14
O 0.08 -0.73 0.05
C 0.02 0.34 0.02
O 0.03 -0.23 0.13
N 0.10 0.22 -0.15
C -0.55 0.04 0.49
C 0.04 -0.08 -0.14
H 0.00 0.00 0.06
H -0.02 -0.01 0.07
C 0.04 -0.09 0.17
H 0.00 0.01 -0.04
C 0.32 0.16 -0.18
C -0.11 -0.05 -0.12
N 0.09 0.15 0.48
C 0.02 -0.02 -0.42
C 0.01 0.00 0.04
C -0.02 0.06 0.10
C 0.11 0.09 -0.10
H -0.07 -0.06 0.06
H -0.03 -0.03 -0.04
H 0.05 0.02 -0.07
H 0.05 0.01 -0.13
H -0.10 -0.01 -0.12
H 0.02 0.03 -0.08
H 0.00 0.02 0.12
H -0.09 0.14 -0.11
H 0.20 -0.11 -0.10
H 0.00 0.00 -0.14
H 0.14 0.07 0.14
H -0.04 -0.08 -0.12
H 0.05 -0.05 -0.05
H 0.09 0.03 0.06
H -0.01 0.04 -0.03
H 0.05 -0.05 -0.06

lowest unoccupied orbital energy = 0.75 eV
SMILES string = COc1cccc(OCc2cc(C(=O)N3CCC[C@@H]3c3ccccn3)no2)c1
electronic energy = -34776.5687 eV
HOMO level = -8.488 eV
2S+1 = 1
energy relative to the best compared isomer or geometry (same formula, charge and spin) = 4.108 eV

Now the natural (NBO) charges, all in e: -0.2532, 0.1785, -0.5090, 0.4129, -0.3630, -0.1631, -0.3166, 0.3948, -0.4082, 0.2289, -0.4962, -0.1148, 0.2905, -0.3194, 0.0433, -0.1196, -0.2668, 0.6480, -0.6037, -0.4116, -0.2124, -0.4079, 0.2046, 0.2200, -0.3956, 0.2061, -0.0806, 0.2469, -0.4326, 0.0471, -0.2696, -0.1601, -0.2594, 0.2156, 0.2145, 0.2177, 0.1905, 0.2255, 0.2287, 0.1953, 0.2314, 0.2639, 0.1998, 0.2226, 0.2242, 0.2161, 0.2199, 0.1758, 0.2006



(3)
The following is a DFT calculation (ωB97M-V with the def2-TZVPD basis set) of 2 unconnected molecules or ions with the total composition C5H11NO3 at a distorted geometry.

Geometry (Å):
C (-0.474, 0.520, 0.362)
C (-0.757, -0.661, -0.310)
C (-0.445, 0.627, 1.860)
C (-0.750, -2.003, 0.376)
C (1.883, 0.823, -0.795)
N (-1.127, -0.646, -1.631)
O (-0.806, 1.722, -0.254)
O (3.024, 1.035, -0.088)
O (1.486, 1.630, -1.631)
H (-0.364, 1.711, -1.131)
H (3.344, 1.904, -0.400)
H (1.666, -0.296, -0.817)
H (-1.579, 0.216, -1.928)
H (-1.537, -1.505, -1.986)
H (0.356, 0.001, 2.265)
H (-1.395, 0.325, 2.307)
H (-0.242, 1.658, 2.166)
H (-0.154, -2.003, 1.291)
H (-1.779, -2.282, 0.629)
H (-0.349, -2.778, -0.284)

Cartesian forces, eV/Å:
C -2.03 -1.55 -0.56
C 0.34 1.52 2.05
C 0.61 -0.08 -0.01
C 0.25 0.21 -0.21
C 1.68 -1.12 -2.70
N -0.07 -0.03 -0.60
O 0.33 -0.23 -0.73
O -0.80 0.43 -0.13
O 0.08 -1.02 1.61
H -0.10 0.40 0.56
H -0.11 -0.16 0.37
H -0.09 1.66 0.36
H 0.00 -0.43 -0.05
H 0.09 0.47 0.07
H -0.16 0.05 0.18
H 0.04 0.00 0.04
H -0.01 -0.15 -0.17
H -0.13 0.06 -0.13
H 0.09 -0.01 0.03
H 0.00 0.00 0.02

lowest unoccupied orbital energy = 0.85 eV
SMILES string = C/C(N)=C(\C)O.O=CO
electronic energy = -12995.0563 eV
HOMO level = -7.331 eV
2S+1 = 1
energy relative to the best compared isomer or geometry (same formula, charge and spin) = 1.795 eV

Now the natural (NBO) charges, all in e: 0.1654, 0.1337, -0.6566, -0.6509, 0.6382, -0.8174, -0.7254, -0.6822, -0.6385, 0.4947, 0.4914, 0.1515, 0.3907, 0.3847, 0.2135, 0.2110, 0.2331, 0.2307, 0.2218, 0.2107